1.
Below is a structure of composition C21H28CdNO8S6, with properties calculated with ωB97M-V with the def2-TZVPD basis set.

Element x y z (Å)
Cd  -2.94233  -1.95261  -0.24305
S  -4.04764  -3.52147  1.35252
S  1.84586  -0.25909  -3.96499
S  -5.60856  -2.40677  3.62864
S  -4.90632  -0.43213  -0.18658
S  -6.32247  0.04859  2.37900
S  -7.27468  -0.46337  5.15644
O  -1.07260  2.06178  1.01719
O  -2.29367  -3.14069  -2.19924
O  1.28702  0.21957  1.34614
O  2.95630  -0.89632  -4.62068
O  0.68337  0.07446  -4.74549
O  -0.88127  -1.71009  -1.29850
O  0.51844  -2.44777  2.42913
O  -1.93416  -0.75217  1.91074
N  1.49506  -1.15768  -2.64592
C  -2.45723  0.53143  2.23748
C  1.02162  1.09066  0.26708
C  1.28352  -2.60107  -2.84015
C  3.65250  1.26685  -2.60132
C  3.21650  3.52490  -1.85674
C  -1.18044  -2.58305  -2.17621
C  -1.40560  1.61737  2.32690
C  3.64850  4.74668  -1.09374
C  -0.14807  -2.94863  -3.22953
C  1.54210  2.31712  -3.11578
C  -5.01447  -2.20567  1.99004
C  1.80440  -2.00444  2.05767
C  4.05935  2.41562  -1.94882
C  0.29076  2.31430  0.76713
C  1.76772  -1.03700  0.90102
C  -0.15634  -1.63264  3.37279
C  2.38872  1.22481  -3.17657
C  1.96416  3.46337  -2.45505
C  -1.62787  -1.58119  3.03140
C  -5.35032  -1.03260  1.39859
C  -6.44802  -0.91741  3.79286
H  -3.16131  0.79618  1.44698
H  0.37814  0.58948  -0.46669
H  3.05093  5.61563  -1.36647
H  2.32975  -1.55496  2.91002
H  -0.24311  -4.01731  -3.42402
H  1.98849  -2.94598  -3.59516
H  -3.01446  0.47219  3.17875
H  0.32991  3.08015  -0.01118
H  0.56762  2.26186  -3.58207
H  -1.96913  -2.58868  2.78669
H  0.27526  -0.63159  3.38790
H  -0.42328  -2.43020  -4.15152
H  4.29974  0.40260  -2.67194
H  1.96128  1.38270  -0.22475
H  2.77521  -0.92432  0.47141
H  0.70709  -0.77798  -2.11707
H  0.79239  2.71206  1.65864
H  -0.51704  1.25889  2.84983
H  -0.04742  -2.07600  4.37224
H  4.69787  4.97748  -1.27945
H  1.10218  -1.44039  0.13105
H  1.54388  -3.08489  -1.89709
H  5.04321  2.45565  -1.49594
H  3.53224  4.58674  -0.01937
H  1.30332  4.32051  -2.40086
H  2.36182  -2.89235  1.74905
H  -2.19420  -1.24249  3.90540
H  -1.82422  2.46138  2.89122

Force components x, y, z for each atom (eV/Å):
Cd 0.1 -0.1 -0.1
S 0.0 0.0 0.0
S 0.0 0.0 0.0
S 0.0 0.0 0.0
S 0.0 0.0 0.0
S 0.0 0.0 0.0
S 0.0 0.0 0.0
O 0.0 0.0 0.1
O 0.0 0.0 0.0
O 0.0 -0.1 0.0
O 0.0 0.0 0.0
O 0.0 0.0 0.0
O 0.0 0.1 0.1
O 0.0 0.0 -0.1
O 0.0 -0.1 0.0
N 0.0 -0.1 0.0
C 0.0 0.0 0.0
C 0.0 0.0 0.0
C 0.0 0.0 0.0
C 0.0 0.0 0.0
C 0.0 0.0 0.0
C 0.0 0.0 0.0
C 0.0 0.0 0.0
C 0.0 0.0 0.0
C 0.0 0.0 0.0
C 0.0 0.0 0.0
C 0.0 0.0 0.0
C 0.0 0.0 0.0
C 0.0 0.0 0.0
C 0.0 0.0 0.0
C 0.0 0.0 0.0
C 0.0 0.1 0.0
C 0.0 0.0 0.0
C 0.0 0.0 0.0
C 0.0 0.0 0.0
C 0.0 0.0 0.0
C 0.0 0.0 0.0
H 0.0 0.0 0.0
H 0.0 0.0 0.0
H 0.0 0.0 0.0
H 0.0 0.0 0.0
H 0.0 0.0 0.0
H 0.0 0.0 0.0
H 0.0 0.0 0.0
H 0.0 0.0 0.0
H 0.0 0.0 0.0
H 0.0 0.0 0.0
H 0.0 0.0 0.0
H 0.0 0.0 0.0
H 0.0 0.0 0.0
H 0.0 0.0 0.0
H 0.0 0.0 0.0
H 0.0 0.0 0.0
H 0.0 0.0 0.0
H 0.0 0.0 0.0
H 0.0 0.0 0.0
H 0.0 0.0 0.0
H 0.0 0.0 0.0
H 0.0 0.0 0.0
H 0.0 0.0 0.0
H 0.0 0.0 0.0
H 0.0 0.0 0.0
H 0.0 0.0 0.0
H 0.0 0.0 0.0
H 0.0 0.0 0.0

**Net charge**: -1
**Relative energy (zero: lowest compared OMol25 entry of this formula, charge and spin)**: 0.00 kJ/mol
**LUMO energy**: 2.1 eV
**HOMO energy**: -4.27 eV



2.
Below is a structure of composition C21H28ClF3N2O2Ti, with properties calculated with ωB97M-V with the def2-TZVPD basis set.

Element x y z (Å)
Ti  -0.28373  -0.01928  0.21348
Cl  -1.58764  -0.84602  1.85336
F  2.48761  -1.17803  -0.70277
F  1.38824  -0.27063  -2.37215
F  2.40304  1.00464  -0.91521
O  -2.78777  -2.15536  -2.25682
O  0.92042  2.58205  3.16235
N  0.99002  1.03802  1.55334
N  -0.93627  -1.43901  -1.23426
C  0.59358  2.24044  1.93031
C  2.02547  0.58271  2.53302
C  0.19861  -3.20257  -2.57106
C  -3.72922  1.80138  -0.88038
C  -5.00075  1.45539  -1.60674
C  -2.12442  -3.38262  -1.73182
C  3.42542  0.94418  2.06535
C  -0.11642  -3.48122  -0.13398
C  -0.12706  3.20895  1.05339
C  -0.71567  -2.90888  -1.39325
C  -3.78890  2.75898  0.13621
C  1.67617  1.43622  3.74529
C  -1.29942  1.70088  -0.59392
C  -2.50687  1.22113  -1.21555
C  -2.78046  4.35756  1.75904
C  1.61777  -0.12341  -1.02096
C  -2.38644  0.24992  -2.34942
C  1.92935  -0.90850  2.73629
C  -2.03035  -1.12910  -1.92085
C  -2.63567  3.22832  0.77598
C  -1.39647  2.67129  0.46484
H  -2.43971  4.10402  2.77217
H  -2.66289  -3.71583  -0.83333
H  3.68406  0.43724  1.13263
H  -2.22800  5.24546  1.42764
H  -3.83019  4.65614  1.85026
H  0.88657  -3.07491  0.04447
H  -4.93477  1.71543  -2.67064
H  1.19479  -2.77798  -2.42517
H  -5.84227  2.02329  -1.19532
H  -5.27329  0.39390  -1.53184
H  -3.32122  0.19009  -2.91868
H  3.52651  2.02486  1.92573
H  -0.74329  -3.27529  0.73627
H  2.65425  -1.20883  3.50125
H  0.92867  -1.20265  3.06231
H  4.12948  0.62860  2.84634
H  -4.75762  3.17817  0.41401
H  -0.32505  1.59476  -1.14993
H  1.01779  0.89906  4.44204
H  2.55024  1.84689  4.26182
H  -0.31306  4.11312  1.63876
H  0.28956  -4.29310  -2.65919
H  0.57145  3.49810  0.23583
H  -2.15760  -4.14041  -2.51924
H  -0.22332  -2.81564  -3.50394
H  2.17861  -1.44736  1.81360
H  -1.60235  0.59165  -3.06185
H  -0.01590  -4.56666  -0.25043

Force components x, y, z for each atom (eV/Å):
Ti 0.8 1.0 -1.5
Cl -1.0 -0.7 1.3
F 0.5 0.0 -0.4
F 0.6 0.0 -0.2
F 0.5 -0.1 -0.5
O -0.3 -1.5 -0.4
O 0.9 0.0 1.3
N 0.2 2.1 0.6
N -1.6 0.1 -1.9
C 0.5 -2.5 -1.2
C -0.6 0.2 -0.5
C 0.3 0.0 -0.2
C 0.8 -0.7 -0.3
C -0.4 -0.1 0.0
C -0.5 0.6 0.2
C 0.3 0.0 -0.2
C -0.1 -0.6 0.4
C 0.1 0.4 0.1
C -0.1 0.8 0.1
C -0.7 0.4 0.1
C -0.7 0.4 -0.1
C 0.7 -2.3 1.5
C -1.3 1.0 -0.5
C -0.2 0.2 0.4
C -0.9 -0.2 0.8
C -0.4 0.0 -0.5
C 0.0 -0.4 0.5
C 2.7 -0.3 1.8
C 1.0 -0.5 0.0
C -1.0 1.5 0.0
H 0.1 0.0 -0.2
H -0.1 0.2 -0.3
H -0.1 0.1 0.1
H 0.0 -0.1 0.1
H 0.1 -0.1 -0.1
H -0.2 0.1 -0.1
H 0.0 -0.1 0.1
H -0.2 0.0 0.0
H 0.2 0.0 0.0
H 0.2 0.1 -0.1
H 0.2 0.0 0.1
H 0.0 -0.1 -0.1
H 0.1 0.0 -0.1
H 0.0 -0.1 0.0
H 0.1 0.0 -0.1
H 0.0 0.1 -0.1
H 0.2 0.0 -0.1
H -0.1 0.5 -0.4
H 0.0 0.3 -0.1
H -0.3 0.0 -0.1
H 0.0 -0.1 0.0
H 0.0 0.1 -0.1
H -0.1 -0.3 0.2
H -0.1 0.2 0.1
H 0.1 0.0 0.1
H -0.1 0.2 0.1
H 0.0 -0.2 0.3
H 0.0 0.0 0.1

**Net charge**: -1
**Spin multiplicity**: 2
**LUMO energy (spin up / spin down)**: 2.8 / 2.8 eV
**HOMO energy (spin up / spin down)**: -1.05 / -0.67 eV
**<S²>**: 0.8783



3.
Below is the molecule C21H28FN3O3, with properties calculated with ωB97M-V with the def2-TZVPD basis set.

Element x y z (Å)
F  -3.54420  -1.81032  1.76787
O  -2.11035  -3.51868  -2.67060
O  -0.69384  -4.06582  -4.75789
O  1.37362  -3.25599  -4.86891
N  1.09069  -1.41699  -1.20171
N  -1.44015  1.28912  5.25540
N  -1.39344  -0.27137  2.78008
C  -1.14109  -2.88374  -2.22927
C  -2.33250  -2.26960  -0.16637
C  -2.02563  1.12204  6.56671
C  -1.17070  -2.20123  -0.94437
C  -2.64162  0.13548  3.39824
C  0.11200  -2.74984  -2.93694
C  -2.40744  -1.64774  1.04489
C  1.13536  -2.03567  -2.39308
C  2.23708  -0.63354  -0.78514
C  1.81381  2.64463  -2.84611
C  1.97470  1.15024  -2.57465
C  0.32789  -3.37877  -4.27554
C  2.04871  0.85955  -1.07720
C  -2.41176  1.43070  4.18070
C  -0.06853  -1.47677  -0.44796
C  2.85390  2.65821  -5.17387
C  -0.19509  0.15349  3.47231
C  -0.47658  0.23941  4.96738
C  -1.33278  -0.89137  1.57133
C  1.62389  2.96720  -4.32844
C  -0.17622  -0.83615  0.78594
H  0.45079  0.47018  5.50116
H  3.04775  1.58965  -5.20919
H  -2.66865  1.97323  6.78195
H  1.13567  1.21577  -0.59644
H  2.70387  3.00480  -6.19340
H  0.94415  3.01086  -2.29428
H  -3.16614  -2.84507  -0.53787
H  -1.22414  1.10088  7.30422
H  2.69116  3.17728  -2.47108
H  -3.36082  1.77727  4.59110
H  2.89152  1.40120  -0.64315
H  1.12754  0.61693  -3.01179
H  1.38866  4.02994  -4.42213
H  -1.45576  -4.03294  -4.10903
H  2.05692  -1.96287  -2.95487
H  3.73112  3.15828  -4.76837
H  -3.39299  0.31945  2.62928
H  0.77016  2.40492  -4.71255
H  -0.82888  -0.74736  5.31519
H  3.10802  -0.99877  -1.33355
H  -3.02194  -0.64638  4.06817
H  2.42165  -0.79906  0.27896
H  2.88447  0.78771  -3.05508
H  -2.61287  0.19604  6.66658
H  0.15626  1.13091  3.11404
H  0.64675  -0.25209  1.15481
H  0.59296  -0.58632  3.30609
H  -2.04696  2.19910  3.48841

Force components x, y, z for each atom (eV/Å):
F 0.2 0.0 0.0
O -0.1 0.0 0.0
O -0.3 -0.1 -0.1
O 0.0 -0.1 -0.1
N 0.0 -0.2 -0.2
N 0.1 -0.1 0.0
N 0.0 -0.1 0.1
C 0.4 0.2 0.0
C 0.1 0.2 0.2
C 0.0 0.1 -0.1
C 0.1 0.2 0.2
C -0.4 0.2 0.3
C -0.2 -0.1 0.0
C -0.1 -0.2 -0.4
C -0.2 -0.3 -0.3
C 0.3 0.6 0.3
C -0.2 -0.2 -0.3
C 0.0 0.3 0.3
C 0.3 0.2 0.1
C 0.1 -0.3 -0.2
C 0.0 0.0 -0.3
C -0.7 -0.3 0.0
C -0.2 0.0 0.0
C 0.2 0.0 0.2
C 0.2 0.1 0.0
C 0.1 -0.1 -0.3
C 0.2 0.1 0.1
C 0.0 0.1 0.2
H 0.0 -0.1 -0.1
H 0.1 -0.1 0.0
H 0.0 0.0 0.1
H 0.0 0.0 0.1
H 0.1 0.0 -0.1
H 0.0 0.0 0.1
H -0.1 -0.1 0.0
H 0.0 0.0 0.1
H 0.0 0.1 0.1
H 0.0 0.0 0.0
H 0.0 0.0 0.1
H 0.0 0.0 -0.1
H -0.1 0.0 0.0
H 0.3 0.1 0.0
H 0.0 0.0 0.0
H 0.1 0.0 0.0
H 0.1 0.0 0.1
H -0.1 0.0 0.0
H 0.0 0.0 0.0
H -0.1 -0.1 0.1
H -0.1 0.1 -0.1
H 0.0 -0.1 -0.1
H 0.0 -0.1 -0.1
H 0.0 0.0 0.0
H 0.1 -0.1 0.0
H 0.1 0.1 0.0
H 0.0 0.1 0.0
H -0.2 0.0 0.0

**Relative energy (zero: lowest compared OMol25 entry of this formula, charge and spin)**: 150.82 kJ/mol
**LUMO energy**: 0.1 eV
**SMILES string**: CCCCCCn1cc(C(=O)O)c(=O)c2cc(F)c(N3CCN(C)CC3)cc21
**HOMO energy**: -8.31 eV



Number 1: calculated total energy -4030.690641 hartree. Number 2: calculated total energy -2686.327539 hartree. Number 3: calculated total energy -1306.908066 hartree.